1.
{"formula": "C4H8N2O3", "method": "ωB97M-V with the def2-TZVPD basis set", "smiles": "CN1C[C@]1(CO)[N+](=O)[O-]", "homo_energy_ha": -0.3622, "total_charge": 0, "de_lowest_kcal_mol": 164.9, "lumo_ev": 0.07, "symbols": ["C", "N", "C", "C", "C", "O", "N", "O", "O", "H", "H", "H", "H", "H", "H", "H", "H"], "xyz": [[1.255, 1.287, -1.317], [1.170, 0.053, -0.612], [0.364, -0.982, -1.014], [-0.277, -0.309, 0.189], [-0.095, -0.638, 1.626], [-1.316, -1.303, 1.932], [-1.351, 0.592, -0.086], [-1.525, 0.863, -1.276], [-1.988, 0.973, 0.858], [1.816, 0.930, -2.228], [0.251, 1.749, -1.591], [1.945, 1.977, -0.678], [0.849, -1.990, -0.882], [-0.260, -0.853, -1.968], [-0.219, 0.249, 2.390], [0.842, -1.105, 1.800], [-1.461, -1.492, 2.856]], "nbo_charge": [-0.4519, -0.3320, -0.2258, 0.1163, -0.0907, -0.7300, 0.5131, -0.4200, -0.3421, 0.2135, 0.2271, 0.2109, 0.2131, 0.2286, 0.1952, 0.1958, 0.4787]}

2.
{"formula": "C4H8N2O3", "method": "ωB97M-V with the def2-TZVPD basis set", "homo_energy_ha": -0.2913, "total_charge": 0, "de_lowest_kcal_mol": 80.2, "lumo_ev": 0.19, "symbols": ["C", "N", "C", "O", "H", "H", "H", "H", "H", "C", "N", "C", "O", "O", "H", "H", "H"], "xyz": [[1.393, 0.867, 1.750], [0.171, 0.079, 1.675], [-0.755, 0.293, 0.746], [-1.807, -0.490, 0.693], [0.243, -0.890, 1.965], [-0.795, 1.282, 0.292], [1.793, 0.816, 2.761], [1.168, 1.908, 1.519], [2.132, 0.486, 1.041], [0.211, -0.592, -1.105], [0.276, 0.238, -2.171], [-1.711, -0.983, -0.817], [1.130, -1.275, -0.694], [-2.432, -0.451, -1.625], [-0.597, 0.547, -2.574], [1.093, 0.215, -2.765], [-1.512, -2.051, -0.690]], "nbo_charge": [-0.4226, -0.5333, 0.5071, -0.5758, 0.4197, 0.1882, 0.2169, 0.2102, 0.2254, 0.5012, -0.8475, 0.4562, -0.6690, -0.6524, 0.4156, 0.3888, 0.1714]}

3.
{"formula": "C4H8N2O3", "method": "ωB97M-V with the def2-TZVPD basis set", "smiles": "NCC(=O)NCC(=O)O", "homo_energy_ha": -0.3216, "total_charge": 0, "de_lowest_kcal_mol": 47.7, "lumo_ev": 0.38, "symbols": ["N", "C", "C", "O", "N", "C", "C", "O", "O", "H", "H", "H", "H", "H", "H", "H", "H"], "xyz": [[0.048, -2.114, -0.474], [0.578, -1.393, 0.603], [1.447, -0.383, -0.074], [2.399, -0.816, -0.800], [1.152, 0.890, 0.009], [0.002, 1.579, 0.486], [-1.429, 1.439, -0.022], [-2.306, 2.166, 0.369], [-1.659, 0.266, -0.851], [0.644, -2.157, -1.274], [-0.911, -2.130, -0.932], [-0.133, -0.884, 1.196], [1.152, -2.136, 1.215], [1.725, 1.440, -0.617], [-0.256, 1.331, 1.556], [0.126, 2.648, 0.454], [-2.579, 0.254, -0.844]], "nbo_charge": [-0.8607, -0.3001, 0.6730, -0.6530, -0.5907, -0.3417, 0.7813, -0.5621, -0.7016, 0.3836, 0.3891, 0.1866, 0.2127, 0.4105, 0.2390, 0.2509, 0.4832]}